No. 1
A cluster of 10 separate species, H19O10 in total at a distorted geometry. Source: the Open Molecules 2025 dataset; level of theory: ωB97M-V/def2-TZVPD.

Last column: Löwdin charge in e.
CARTESIAN COORDINATES (ANGSTROEM)
O -3.11083 0.81074 -0.68772  -0.0872
H -2.63326 -0.00326 -0.48558  -0.0171
H -2.40677 1.44044 -0.54224  -0.0056
O 1.44512 2.22102 -3.49457  -0.0786
H 0.62155 2.01284 -3.01749  0.0066
H 1.73716 1.38422 -3.85591  0.0394
O 1.49771 0.08543 0.31952  -0.1155
H 0.72236 -0.47373 0.69355  -0.0144
H 1.92614 -0.68113 -0.08265  0.0476
O -0.08578 1.02846 -1.65330  -0.0800
H -0.22924 -4.00490 1.54695  0.0191
H -0.20550 0.31468 -0.99835  0.0302
O 0.24736 -3.92657 0.71180  -0.1041
H 3.35608 1.35953 -0.68274  -0.0012
H 0.24079 1.55436 -0.89920  0.0535
O -0.11182 0.92625 3.54962  -0.0681
H 0.71421 1.38619 3.71651  0.0421
H 0.16146 0.19017 2.99053  0.0079
O -1.49924 0.83880 1.52370  -0.1035
H -1.83868 1.08800 2.37628  0.0214
H -0.82803 0.11256 1.53302  -0.0352
O 3.47228 1.77315 -1.53271  -0.0680
H 2.58848 2.06598 -1.76894  -0.0117
H 0.58801 -3.00101 0.87288  0.0212
O -0.21351 -1.40865 1.46238  -0.3819
H -0.52806 -2.04708 2.08777  -0.0080
O -1.63955 -2.16022 -0.60986  -0.1011
H -2.48392 -1.96266 -0.20786  0.0130
H -1.02969 -2.13872 0.18579  -0.0209

Computed properties:
Total charge ... -1
Gap between HOMO and LUMO ... 9.7 eV

=====

No. 2
A structure of composition H19O13S at a distorted geometry. Source: the Open Molecules 2025 dataset; level of theory: ωB97M-V/def2-TZVPD.

Last column: Löwdin charge in e.
CARTESIAN COORDINATES (ANGSTROEM)
O -0.44121 0.35239 -0.22216  0.1032
H -0.03873 1.30377 -0.06583  0.1430
H 0.30971 -0.30349 -0.32066  0.0385
H -1.15021 0.13027 0.58824  0.1712
S 2.75652 -1.34048 -1.00579  0.3347
O 3.06363 -2.55493 -1.73793  -0.3461
O 3.03440 -0.06206 -1.79405  -0.2237
O 1.39203 -1.29631 -0.54563  -0.4013
O 3.58893 -1.45733 0.17461  -0.3625
O 0.72833 -1.89804 1.94409  -0.1074
H 0.92039 -1.75070 0.93108  0.0208
H 0.75827 -2.83929 1.93673  0.0027
O 0.68820 2.48735 1.10129  0.0207
H 0.30659 3.28414 0.79318  0.0532
H 0.54658 2.64723 1.99476  0.0253
O 2.32843 1.78233 -1.50332  -0.1257
H 2.61222 0.87579 -1.55940  -0.3471
H 2.50763 2.10150 -0.54083  0.0752
O -2.86245 0.38298 -0.30117  -0.0131
H -3.59131 0.71995 -0.80105  0.0608
H -2.89976 0.88915 0.41102  -0.0952
O -2.60723 2.11061 1.91305  -0.0608
H -3.28447 2.74123 2.36584  0.1176
H -2.17300 1.66054 2.62865  0.0300
O 0.26461 1.12139 -3.09377  -0.0542
H 0.94042 1.19024 -2.39707  -0.0270
H 0.36706 0.24323 -3.33019  -0.0130
O -0.55863 -2.88742 -1.28469  0.0244
H -0.68138 -3.13335 -0.50456  -0.1294
H 0.12363 -2.24720 -0.98207  0.0008
O -2.26395 -1.21638 1.41518  -0.0518
H -2.39640 -2.13048 1.39395  0.0225
H -2.28886 -0.90661 2.39852  0.1136

Computed properties:
Total charge ... -1
Gap between HOMO and LUMO ... 5.3 eV

=====

No. 3
A cluster of 2 separate species, H2 in total at a distorted geometry. Source: the Open Molecules 2025 dataset; level of theory: ωB97M-V/def2-TZVPD.

Last column: Löwdin charge in e.
CARTESIAN COORDINATES (ANGSTROEM)
H 0.00000 0.00000 1.06124  0.0000
H 0.00000 0.00000 -1.06124  0.0000

Computed properties:
Gap between HOMO and LUMO ... 7.7 eV

=====

No. 4
A cluster of 9 separate species, H20NO8 in total at a distorted geometry. Source: the Open Molecules 2025 dataset; level of theory: ωB97M-V/def2-TZVPD.

Last column: Löwdin charge in e.
CARTESIAN COORDINATES (ANGSTROEM)
N 8.26115 14.16364 40.47998  0.3202
H 9.22482 14.51111 40.49563  0.1085
H 7.87641 14.77888 39.82213  0.0810
H 8.13672 14.27866 41.45902  0.0926
H 7.95017 13.15677 40.15977  0.1642
O 8.68901 16.64997 38.85368  0.0324
H 8.37793 16.94094 37.94906  0.1135
H 9.47736 16.43105 38.73333  -0.1536
O 11.42783 15.97626 39.03713  -0.0900
H 11.98625 15.63245 39.82298  0.0950
H 11.32084 15.15729 38.47750  0.0692
O 10.29054 11.62155 40.73866  -0.0350
H 10.54167 11.83774 41.59228  -0.0139
H 10.99145 11.95408 40.11387  0.0814
O 6.85996 16.19904 42.54907  -0.0208
H 6.80715 17.03644 43.02300  0.0576
H 6.58816 15.64658 43.22579  -0.0056
O 6.45380 11.70834 38.79824  -0.0962
H 6.13484 10.76380 39.00950  0.1027
H 5.73663 12.16272 38.30572  0.0638
O 10.60669 15.30581 42.67038  0.0201
H 10.60920 14.46345 43.08489  0.0293
H 10.66506 16.03191 43.18443  -0.0090
O 7.28376 11.21176 41.99885  -0.0966
H 8.08587 10.71340 42.41422  0.1046
H 6.47764 11.07324 42.49899  0.0234
O 4.97072 13.03789 41.29333  -0.0057
H 5.23330 12.43861 40.64255  -0.0409
H 4.95819 12.40428 41.98444  0.0081

Computed properties:
Total charge ... +1
Gap between HOMO and LUMO ... 11.4 eV

=====

No. 5
A cluster of 10 separate species, H20O10 in total at a distorted geometry. Source: the Open Molecules 2025 dataset; level of theory: ωB97M-V/def2-TZVPD.

Last column: Löwdin charge in e.
CARTESIAN COORDINATES (ANGSTROEM)
O -0.36240 -3.41731 1.49300  -0.0846
H 0.61706 -3.50159 1.52012  0.0303
H -0.56783 -2.77297 2.16616  -0.0350
O 3.26608 -2.53263 1.22348  -0.0868
H 3.47856 -1.77344 0.56054  0.0862
H 3.44322 -1.94717 1.95606  0.0162
O 1.44682 0.40609 -0.07068  -0.0421
H 0.88900 1.10165 -0.45957  -0.0131
H 0.99795 -0.17655 0.49636  0.0269
O -1.42657 -1.22433 2.61440  -0.0422
H -2.13459 -1.05790 2.02312  -0.0065
H -1.75386 -0.83580 3.45038  0.0719
O 0.25216 3.53446 0.73368  -0.0852
H 1.09928 3.82150 1.14527  0.0598
H 0.33816 2.59484 0.42764  0.0116
O -2.08818 -0.50074 -1.04233  -0.0914
H -1.30238 -0.12546 -1.56366  0.0228
H -2.50228 -0.41664 -1.92247  0.0385
O -0.17824 1.97792 -1.64052  -0.0481
H 0.34451 2.54364 -2.23367  0.0873
H -0.88212 2.60403 -1.48053  0.0708
O -0.85106 -0.24837 -3.46159  -0.0743
H -0.01259 -0.11565 -3.94440  0.0659
H -0.39949 -0.99904 -3.01937  0.0716
O 3.69897 1.68294 -0.72394  -0.0635
H 2.86690 1.74643 -0.34489  -0.0659
H 3.50391 1.51606 -1.70174  0.0779
O -3.66017 0.05035 0.97413  -0.0243
H -4.27353 0.00379 1.66114  0.0157
H -3.90228 -0.02636 0.07422  0.0095

Computed properties:
Gap between HOMO and LUMO ... 10.1 eV

=====

No. 6
A cluster of 10 separate species, H20O10 in total at a distorted geometry. Source: the Open Molecules 2025 dataset; level of theory: ωB97M-V/def2-TZVPD.

Last column: Löwdin charge in e.
CARTESIAN COORDINATES (ANGSTROEM)
O 17.98922 -8.71520 -21.98911  -0.0364
H 18.43130 -8.10128 -22.53116  -0.0442
H 18.66416 -9.37560 -21.79232  0.0302
O 21.46319 -7.89353 -21.28356  -0.0495
H 21.61942 -8.84622 -21.21735  0.0751
H 20.80584 -7.62515 -20.59596  0.0895
O 19.66332 -8.51667 -24.20029  -0.0221
H 18.98886 -9.16838 -24.45030  0.0972
H 20.15580 -8.91329 -23.54486  0.0057
O 16.79756 -7.11269 -24.11577  -0.0456
H 16.71745 -6.23227 -23.76857  0.0167
H 17.63448 -6.95617 -24.53561  -0.0349
O 21.78894 -5.27541 -20.80194  -0.0434
H 22.14039 -5.15092 -19.91335  0.0827
H 21.86213 -6.22203 -20.90997  -0.0120
O 18.46646 -4.80450 -23.20034  -0.0899
H 19.38515 -5.08176 -23.51045  0.0131
H 18.25963 -5.29200 -22.38452  0.0536
O 23.29715 -3.61603 -22.18275  -0.0790
H 22.55592 -3.95761 -21.67724  -0.0460
H 23.04165 -3.20630 -22.99117  0.0066
O 18.49901 -7.03799 -26.35055  -0.0228
H 17.80016 -7.57253 -26.69798  0.0427
H 18.98546 -7.63759 -25.78886  -0.0123
O 20.82628 -5.84954 -23.60416  0.0042
H 20.50222 -6.70151 -23.88231  0.0182
H 21.13315 -5.94120 -22.71202  0.0100
O 20.58106 -2.91749 -22.40247  -0.0363
H 20.22492 -2.11025 -22.03318  0.0468
H 19.86571 -3.53545 -22.50862  -0.0177

Computed properties:
Gap between HOMO and LUMO ... 9.2 eV

=====

No. 7
A cluster of 10 separate species, H20O10 in total. Source: the Open Molecules 2025 dataset; level of theory: ωB97M-V/def2-TZVPD.

Last column: Löwdin charge in e.
CARTESIAN COORDINATES (ANGSTROEM)
O 0.03183 -0.31922 0.04744  -0.0719
H 0.25836 0.59119 -0.17352  -0.0039
H 0.10541 -0.78925 -0.79081  0.0098
O 2.74563 0.87366 1.00873  -0.0536
H 3.08762 0.89395 1.90963  0.0531
H 2.24710 1.69465 0.92860  0.0199
O 2.38285 3.66452 -0.51815  -0.0502
H 2.40061 4.60839 -0.71251  0.0432
H 1.80461 3.29640 -1.19573  0.0368
O -2.01119 1.23186 -1.21381  -0.0624
H -1.11888 1.59623 -1.21389  0.0243
H -2.34753 1.43537 -0.33378  0.0148
O -1.78423 1.28618 1.94799  -0.0422
H -2.67606 1.10328 2.26453  0.0331
H -1.75989 2.24538 1.85671  0.0437
O -4.49456 -1.23758 1.93056  -0.0522
H -3.76879 -1.66593 1.46285  0.0360
H -4.53200 -0.35425 1.54674  0.0207
O 4.55150 -2.46583 1.25346  -0.0611
H 3.69666 -2.20756 0.89080  0.0216
H 5.12503 -1.71605 1.05878  0.0294
O -4.41159 -0.12193 -1.38730  -0.0641
H -3.65382 -0.15544 -1.98198  0.0240
H -4.42674 -0.99412 -0.97737  0.0237
O 0.15461 -3.27491 -1.14139  -0.0462
H 0.30448 -3.86857 -1.88576  0.0381
H -0.65820 -3.60248 -0.74013  0.0403
O 2.53273 -0.52958 -1.19839  -0.0699
H 3.27241 0.04574 -0.97286  0.0225
H 2.94208 -1.26410 -1.66945  0.0428

Computed properties:
Gap between HOMO and LUMO ... 9.9 eV

=====

No. 8
A structure of composition H20O10 at a distorted geometry. Source: the Open Molecules 2025 dataset; level of theory: ωB97M-V/def2-TZVPD.

Last column: Löwdin charge in e.
CARTESIAN COORDINATES (ANGSTROEM)
O 1.47195 -0.87748 0.90897  0.0339
H 0.95927 -0.13484 1.22816  -0.0012
H 2.02580 -1.12299 1.65005  0.1208
O 1.60245 -1.69202 -1.09912  -0.0920
H 0.67379 -1.62084 -1.31995  -0.2896
H 1.68839 -1.22301 -0.26914  -0.1573
O 0.26045 0.20257 -2.38203  0.0311
H 0.61492 -0.40988 -3.02662  0.1357
H -0.62507 -0.11703 -2.20897  0.0924
O -0.35961 -1.45386 -1.12917  -0.0277
H -0.92953 -1.74009 -1.84297  0.1346
H -0.85652 -1.64539 -0.33379  0.0735
O 1.41318 1.78408 -1.48281  -0.0301
H 0.95980 2.61261 -1.63844  0.0506
H 0.79516 1.11385 -1.77448  -0.1713
O 1.21609 0.60370 2.86983  -0.0315
H 0.81660 1.04376 2.11951  -0.1835
H 0.51764 0.56124 3.52297  0.0571
O 0.79258 1.27576 0.97265  0.0193
H 0.69491 2.20308 0.75635  0.1733
H 1.58951 1.00556 0.51645  0.1355
O -0.88316 0.27338 0.07704  -0.0589
H -0.38339 0.62786 0.81244  0.0080
H -0.25071 0.22014 -0.63948  0.0820
O -2.33584 -1.49395 -0.21018  -0.0226
H -3.28161 -1.63500 -0.16720  0.0921
H -2.22901 -0.54885 -0.10243  0.0258
O -2.28533 0.97724 1.35952  -0.0349
H -2.12903 0.35151 2.06682  0.0474
H -1.54366 0.85884 0.76610  -0.2126

Computed properties:
Gap between HOMO and LUMO ... 8.0 eV

=====

For each record above, in turn, the calculated E_LUMO values are 3.1; 1.2; -2.5; -3.2; -0.2; -0.7; -0.1; 0.0 eV.